DFT (ωB97M-V with the def2-TZVPD basis set) results for an isolated ion of composition C3H3O3S and charge -1.

Calculated values
**HOMO**: -0.101 Eh
**Relative energy (zero: lowest compared OMol25 entry of this formula, charge and spin)**: 88.7 kcal/mol
**Molecular weight**: 119.1 g/mol
**Orbital gap**: 6.492 eV
**Net charge**: -1

Cartesian coordinates (Å):
C  1.13  -0.11  -0.90
C  0.73  1.09  -0.31
C  -0.76  -0.99  0.28
O  -1.50  1.76  0.90
O  0.66  2.27  -0.46
O  0.43  -1.36  -0.49
S  -0.62  0.57  1.19
H  2.10  -0.13  -1.39
H  -1.65  -1.51  -0.16
H  -0.53  -1.59  1.33